[1]
89
Properties=species:S:1:pos:R:3 method="wB97M-V/def2-TZVPD" total_charge=0 e_homo_ev=-8.86 smiles="C=CCP(F)(Br)(CCO[Si](C)(C)C)C[C@H](C)Cl.COCCOC.COCCOC.COCCOC" spin_multiplicity=1 largest_force_ev_per_a=1.24 gap_ev=9.41 energy_ev=-141506.580 lumo_ev=0.55
C -3.655 -0.219 0.412
C -3.631 1.090 0.644
C -2.803 2.073 -0.134
P -0.974 2.006 0.031
F -0.883 2.728 -1.502
Br -1.029 1.153 2.268
C -0.029 3.456 0.634
C 1.209 3.756 -0.229
O 2.197 4.338 0.605
Si 3.788 4.099 0.183
C 4.818 5.378 1.058
C 4.024 4.347 -1.664
C 4.418 2.402 0.662
C -0.093 0.533 -0.584
C -0.539 0.025 -1.969
C -0.892 -1.467 -1.968
Cl 0.805 0.297 -3.148
H -3.539 -0.658 -0.573
H -3.775 -0.895 1.248
H -4.274 1.494 1.418
H -3.038 1.990 -1.197
H -3.049 3.091 0.181
H 0.268 3.316 1.665
H -0.712 4.307 0.572
H 0.942 4.450 -1.027
H 1.567 2.837 -0.708
H 5.864 5.273 0.761
H 4.732 5.320 2.143
H 4.488 6.374 0.749
H 5.032 4.718 -1.848
H 3.876 3.414 -2.213
H 3.292 5.067 -2.037
H 4.971 2.461 1.602
H 3.644 1.638 0.763
H 5.125 2.076 -0.106
H -0.172 -0.272 0.140
H 0.963 0.797 -0.646
H -1.386 0.580 -2.359
H -0.671 -1.900 -2.942
H -1.971 -1.568 -1.840
H -0.385 -2.014 -1.177
C -0.764 -2.518 -6.057
O -1.565 -3.535 -5.481
C -2.953 -3.252 -5.514
C -3.655 -3.981 -6.638
O -3.224 -3.535 -7.911
C -2.280 -4.392 -8.526
H 0.236 -2.927 -6.193
H -1.152 -2.196 -7.026
H -0.703 -1.655 -5.385
H -3.123 -2.174 -5.604
H -3.376 -3.586 -4.561
H -4.729 -3.782 -6.569
H -3.504 -5.061 -6.536
H -2.767 -5.294 -8.913
H -1.488 -4.683 -7.832
H -1.839 -3.847 -9.358
C -4.742 -3.043 3.093
O -5.573 -2.240 2.274
C -6.497 -2.984 1.500
C -7.883 -2.974 2.106
O -7.922 -3.644 3.353
C -7.898 -2.774 4.469
H -4.248 -2.382 3.804
H -5.318 -3.790 3.643
H -3.978 -3.550 2.493
H -6.150 -4.015 1.373
H -6.543 -2.517 0.511
H -8.565 -3.500 1.431
H -8.238 -1.943 2.211
H -8.870 -2.288 4.604
H -7.126 -2.007 4.366
H -7.682 -3.378 5.348
C 8.708 1.855 5.556
O 7.741 0.916 5.985
C 6.406 1.313 5.723
C 5.842 0.634 4.495
O 6.516 1.030 3.313
C 7.469 0.086 2.859
H 9.678 1.360 5.586
H 8.514 2.197 4.537
H 8.733 2.721 6.226
H 6.344 2.401 5.611
H 5.804 1.027 6.591
H 4.793 0.924 4.385
H 5.881 -0.454 4.614
H 6.973 -0.771 2.390
H 8.104 -0.268 3.673
H 8.090 0.582 2.115

***

[2]
14
Properties=species:S:1:pos:R:3 method="wB97M-V/def2-TZVPD" total_charge=0 e_homo_ev=-9.86 smiles="N#C/N=C(/N)N(N)[N+](=O)[O-]" spin_multiplicity=1 largest_force_ev_per_a=3.76 gap_ev=9.57 energy_ev=-15169.230 lumo_ev=-0.29 de_lowest_kcal_mol=42.4
C 2.325 -0.305 -0.285
C 0.173 -0.847 -0.406
N 3.329 0.260 -0.267
N 1.370 -1.205 -0.461
N -0.817 -1.649 -0.845
N 0.646 1.338 0.462
N -0.301 0.354 0.204
N -1.612 0.709 0.514
O -2.511 0.063 0.070
O -1.711 1.673 1.212
H -0.542 -2.492 -1.189
H -1.692 -1.585 -0.353
H 0.930 1.492 1.359
H 0.413 2.196 -0.014

***

[3]
14
Properties=species:S:1:pos:R:3 method="wB97M-V/def2-TZVPD" total_charge=0 e_homo_ev=-9.47 smiles="Cl[SiH](Cl)Cl.C/C=C/Br" spin_multiplicity=1 largest_force_ev_per_a=3.70 gap_ev=10.15 energy_ev=-118698.511 lumo_ev=0.68 de_lowest_kcal_mol=34.1
C 3.396 -0.248 0.353
C 2.094 0.095 -0.371
C 1.211 0.991 0.078
Si -3.959 -0.421 -0.112
Cl -5.048 1.221 -0.567
Cl -4.892 -1.252 1.617
Cl -4.249 -1.755 -1.545
Br -0.462 1.331 -0.744
H 4.280 0.191 -0.218
H 3.510 -0.038 1.382
H 3.561 -1.391 0.258
H 1.715 -0.612 -1.137
H -2.687 0.046 0.157
H 1.530 1.843 0.849

***

[4]
17
Properties=species:S:1:pos:R:3 method="wB97M-V/def2-TZVPD" total_charge=0 e_homo_ev=-9.33 smiles="CC(=O)c1cc(Cl)nn1C" spin_multiplicity=1 largest_force_ev_per_a=1.46 gap_ev=9.65 energy_ev=-23885.200 lumo_ev=0.32 de_lowest_kcal_mol=0.0
C -1.641 -1.975 -0.004
C -1.322 -0.479 -0.007
C 0.136 -0.168 -0.003
C 1.244 -0.971 -0.008
C 2.320 -0.076 -0.001
C -0.147 2.378 0.001
H -1.209 -2.439 0.931
H -1.198 -2.466 -0.872
H -2.727 -2.089 0.022
H 1.268 -2.017 -0.040
H -0.795 2.390 -0.888
H -0.801 2.474 0.891
H 0.534 3.222 -0.009
N 1.916 1.186 -0.006
N 0.601 1.124 -0.005
O -2.171 0.373 -0.004
Cl 3.992 -0.467 0.001

***

[5]
14
Properties=species:S:1:pos:R:3 method="wB97M-V/def2-TZVPD" total_charge=0 e_homo_ev=-9.18 smiles=C[C@H]1[C@H]2CO[C@@H]12 spin_multiplicity=1 largest_force_ev_per_a=3.05 gap_ev=10.27 energy_ev=-7359.368 lumo_ev=1.09 de_lowest_kcal_mol=66.6
C -1.661 -0.107 -0.414
C -0.347 -0.816 -0.241
C 0.983 -0.170 -0.470
C 1.106 1.164 0.196
O 0.429 0.626 1.505
C 0.517 -0.657 0.948
H -1.664 0.852 0.114
H -2.468 -0.721 -0.007
H -1.852 0.075 -1.476
H -0.304 -1.840 -0.607
H 1.661 -0.523 -1.251
H 0.488 2.009 -0.052
H 2.164 1.526 0.175
H 0.944 -1.426 1.589

***

[6]
32
Properties=species:S:1:pos:R:3 method="wB97M-V/def2-TZVPD" total_charge=+1 e_homo_ev=-12.70 spin_multiplicity=1 largest_force_ev_per_a=5.10 gap_ev=10.00 energy_ev=-14684.232 lumo_ev=-2.70 de_lowest_kcal_mol=122.6
C -2.557 0.994 0.767
C -3.226 1.050 -0.648
C -2.798 -1.609 0.095
C -1.457 -1.980 -0.561
C -0.785 -0.171 -2.409
C 0.621 0.220 -1.920
C 3.622 0.355 2.459
C 4.286 0.306 1.130
C -2.417 -0.146 -0.187
C -1.110 -0.560 -0.965
C 0.235 -0.018 -0.542
N 0.821 0.214 0.585
N 3.139 1.108 1.408
H -1.577 1.538 0.724
H -3.059 1.025 1.672
H -4.255 0.941 -0.630
H -2.920 1.795 -1.405
H -3.602 -1.889 -0.641
H -3.027 -1.949 1.061
H -0.765 -2.407 0.175
H -1.546 -2.721 -1.354
H -1.071 0.671 -2.969
H -0.726 -1.162 -2.813
H 1.499 -0.470 -2.223
H 0.984 1.190 -2.176
H 2.987 -0.401 2.676
H 4.046 0.860 3.333
H 5.142 0.830 0.880
H 4.229 -0.689 0.627
H 0.067 0.123 1.285
H 2.019 0.831 1.001
H 3.204 2.120 1.565